(1)
{"formula": "C19H33AuNSi3", "method": "ωB97M-V with the def2-TZVPD basis set", "symbols": ["Au", "C", "C", "C", "C", "C", "H", "H", "H", "H", "H", "C", "Si", "C", "C", "C", "Si", "C", "C", "C", "Si", "C", "C", "C", "C", "C", "C", "C", "N", "H", "H", "H", "H", "H", "H", "H", "H", "H", "H", "H", "H", "H", "H", "H", "H", "H", "H", "H", "H", "H", "H", "H", "H", "H", "H", "H", "H"], "coordinates": [[-0.273321, 0.497337, 1.476855], [-2.003670, 1.076038, 2.742624], [-0.967087, 0.633587, 3.600027], [-1.344841, -0.702478, 4.037612], [-2.549621, -1.070398, 3.449526], [-2.965517, -0.020805, 2.636280], [-2.215213, 2.109683, 2.503644], [-0.284412, 1.277072, 4.138922], [-0.747667, -1.317333, 4.698467], [-3.056763, -2.016981, 3.558201], [-3.861818, -0.002992, 2.032144], [-1.270372, 1.300723, -3.277852], [-1.636643, 1.083933, -1.458357], [-3.267418, 0.200438, -1.273428], [-1.835073, 2.776336, -0.683322], [-0.185762, 0.137425, -0.698839], [-0.301510, -1.754380, -0.730799], [-0.747634, -2.246158, -2.477330], [1.317529, -2.569774, -0.264600], [-1.584977, -2.431082, 0.440298], [1.487090, 0.810732, -1.170526], [2.199209, 0.033818, -2.702552], [1.626759, 2.662228, -1.301258], [2.540141, 0.371302, 0.332703], [3.927709, 0.264238, 0.336492], [4.597590, -0.010288, 1.516291], [3.869030, -0.173963, 2.685297], [2.497376, -0.052954, 2.633719], [1.857813, 0.211681, 1.486216], [-2.089111, 1.864551, -3.735669], [-1.189273, 0.341991, -3.796500], [-0.346599, 1.861777, -3.449004], [-4.054157, 0.833612, -1.695014], [-3.515941, 0.019358, -0.224666], [-3.294715, -0.756191, -1.801322], [-2.719756, 3.263631, -1.107139], [-0.978162, 3.423029, -0.874153], [-1.980401, 2.719449, 0.399444], [-0.051581, -1.835916, -3.213432], [-1.757393, -1.922056, -2.744176], [-0.715698, -3.337984, -2.552877], [2.156492, -2.244634, -0.887471], [1.217046, -3.652858, -0.391240], [1.582048, -2.385942, 0.780801], [-2.552648, -1.939317, 0.343078], [-1.267148, -2.362363, 1.483910], [-1.724109, -3.492937, 0.209270], [1.567163, 0.256624, -3.567485], [2.290370, -1.051623, -2.621937], [3.190616, 0.449429, -2.907773], [1.024220, 3.067762, -2.118306], [2.671361, 2.920410, -1.501494], [1.328088, 3.159416, -0.374099], [4.473673, 0.390118, -0.590724], [5.676364, -0.096922, 1.528638], [4.352651, -0.393844, 3.626127], [1.885649, -0.175567, 3.516770]], "forces_ev_per_a": [[0.242, -0.420, 0.182], [-0.081, -0.018, -0.630], [-0.167, -0.155, 0.561], [0.254, 0.224, -0.069], [-0.023, 0.116, -0.043], [0.179, 0.097, 0.049], [-0.104, -0.070, 0.097], [-0.038, -0.033, -0.016], [-0.070, 0.025, 0.004], [0.073, 0.028, 0.006], [0.072, 0.029, -0.008], [0.041, 0.020, -0.152], [0.026, 0.014, 0.030], [-0.128, -0.117, 0.016], [-0.020, 0.104, 0.086], [-0.234, 0.244, 0.564], [0.066, 0.032, -0.178], [-0.036, -0.060, -0.111], [0.173, -0.018, 0.011], [-0.106, -0.092, 0.066], [-0.076, 0.011, -0.133], [0.052, -0.079, -0.121], [-0.046, 0.155, 0.005], [0.240, -0.051, 0.141], [-0.105, -0.037, 0.064], [0.057, -0.004, -0.030], [0.030, -0.019, 0.011], [-0.078, -0.033, -0.017], [-0.149, 0.056, -0.318], [0.061, -0.034, -0.019], [-0.014, 0.072, 0.015], [-0.112, -0.043, -0.035], [0.028, -0.044, 0.021], [-0.014, 0.020, -0.080], [-0.051, 0.084, 0.084], [0.071, -0.039, 0.014], [-0.030, 0.010, 0.023], [-0.006, 0.040, -0.144], [-0.043, -0.053, 0.030], [0.128, -0.063, -0.022], [-0.009, 0.071, -0.039], [-0.069, -0.101, 0.120], [-0.005, 0.075, 0.007], [-0.005, -0.047, -0.061], [0.007, -0.026, 0.009], [-0.010, -0.017, -0.057], [0.007, 0.051, 0.038], [0.066, -0.011, 0.048], [0.009, 0.113, -0.069], [-0.048, -0.036, -0.018], [0.072, -0.003, 0.077], [-0.053, 0.011, 0.022], [0.028, -0.008, -0.067], [-0.022, 0.007, 0.036], [-0.011, -0.006, 0.004], [-0.009, 0.004, 0.002], [-0.008, 0.023, -0.008]], "mulliken_charge": [0.7459, -0.7393, -0.7460, -0.3441, -0.5461, -0.5516, 0.8751, 0.6349, 0.4636, 0.4613, 0.5382, -1.0022, 0.1290, -0.7278, -0.8257, 0.7044, 0.0896, -0.9933, -1.1061, -0.9321, -0.9275, -0.9705, -1.2703, 0.8062, -0.8922, -0.3412, -0.8767, 0.0183, -0.1872, 0.4297, 0.3203, 0.2720, 0.4343, -0.0225, 0.2732, 0.4254, 0.3081, 0.0284, 0.2945, 0.2986, 0.4438, 0.2731, 0.5012, 0.2747, 0.3276, 0.1974, 0.4763, 0.3595, 0.3439, 0.4512, 0.3833, 0.3969, 0.3568, 0.3878, 0.4571, 0.4330, 0.3879], "de_lowest_kj_mol": 27.81, "orbital_gap_ev": [6.3574, 6.4143], "charge": 1, "lumo_ev": [-5.4044, -5.1739]}



(2)
{"formula": "C2H10N4O", "method": "ωB97M-V with the def2-TZVPD basis set", "symbols": ["C", "C", "N", "N", "N", "N", "O", "H", "H", "H", "H", "H", "H", "H", "H", "H", "H"], "coordinates": [[-1.020078, 0.439124, -0.209967], [0.269589, -1.538853, -0.912065], [-0.575663, -0.843960, 0.069985], [1.889555, 0.164529, 0.825510], [-0.201946, 1.350686, -0.825330], [-1.993895, 0.994883, 0.638971], [0.758195, -0.530816, 1.356019], [-1.705057, -0.522196, -0.822081], [2.088941, 0.926180, 1.475570], [2.690621, -0.466408, 0.877239], [0.770721, 1.068316, -0.927726], [-0.279529, 2.314067, -0.537337], [-1.553153, 1.552229, 1.363223], [-2.562141, 0.273158, 1.065418], [-0.290375, -1.707373, -1.834405], [0.534922, -2.494234, -0.468206], [1.179293, -0.979331, -1.134820]], "forces_ev_per_a": [[-1.016, -2.133, -0.575], [-0.050, 0.278, 0.088], [2.114, 0.295, 1.782], [-0.279, -0.446, 0.023], [0.519, 0.341, -0.603], [-0.054, 0.342, 0.137], [-0.002, -0.032, -0.605], [-0.258, 1.712, -0.511], [-0.185, -0.112, -0.076], [-0.178, -0.011, 0.113], [-0.403, -0.039, 0.273], [-0.337, -0.142, -0.058], [0.016, -0.101, 0.055], [0.112, 0.032, -0.028], [0.024, 0.014, 0.063], [-0.016, 0.029, -0.036], [-0.006, -0.027, -0.044]], "mulliken_charge": [0.2631, -0.8334, -0.1830, -0.4332, -0.4802, -0.6579, -0.4580, 0.2847, 0.2132, 0.2079, 0.3368, 0.2526, 0.2539, 0.2717, 0.3389, 0.2708, 0.3523], "de_lowest_kj_mol": 639.30, "orbital_gap_ev": [8.4431, 8.4446], "lumo_ev": [0.8606, 0.8605]}



Please write out number 2 again, unchanged.
{"formula": "C2H10N4O", "method": "ωB97M-V with the def2-TZVPD basis set", "symbols": ["C", "C", "N", "N", "N", "N", "O", "H", "H", "H", "H", "H", "H", "H", "H", "H", "H"], "coordinates": [[-1.020078, 0.439124, -0.209967], [0.269589, -1.538853, -0.912065], [-0.575663, -0.843960, 0.069985], [1.889555, 0.164529, 0.825510], [-0.201946, 1.350686, -0.825330], [-1.993895, 0.994883, 0.638971], [0.758195, -0.530816, 1.356019], [-1.705057, -0.522196, -0.822081], [2.088941, 0.926180, 1.475570], [2.690621, -0.466408, 0.877239], [0.770721, 1.068316, -0.927726], [-0.279529, 2.314067, -0.537337], [-1.553153, 1.552229, 1.363223], [-2.562141, 0.273158, 1.065418], [-0.290375, -1.707373, -1.834405], [0.534922, -2.494234, -0.468206], [1.179293, -0.979331, -1.134820]], "forces_ev_per_a": [[-1.016, -2.133, -0.575], [-0.050, 0.278, 0.088], [2.114, 0.295, 1.782], [-0.279, -0.446, 0.023], [0.519, 0.341, -0.603], [-0.054, 0.342, 0.137], [-0.002, -0.032, -0.605], [-0.258, 1.712, -0.511], [-0.185, -0.112, -0.076], [-0.178, -0.011, 0.113], [-0.403, -0.039, 0.273], [-0.337, -0.142, -0.058], [0.016, -0.101, 0.055], [0.112, 0.032, -0.028], [0.024, 0.014, 0.063], [-0.016, 0.029, -0.036], [-0.006, -0.027, -0.044]], "mulliken_charge": [0.2631, -0.8334, -0.1830, -0.4332, -0.4802, -0.6579, -0.4580, 0.2847, 0.2132, 0.2079, 0.3368, 0.2526, 0.2539, 0.2717, 0.3389, 0.2708, 0.3523], "de_lowest_kj_mol": 639.30, "orbital_gap_ev": [8.4431, 8.4446], "lumo_ev": [0.8606, 0.8605]}